Computed, not measured: one molecule with the formula C5H8O2, with ωB97M-V/def2-TZVPD.

Output
Charge ... 0
M ... 100.12 g/mol
Multiplicity ... 1
Energy relative to the best compared isomer or geometry (same formula, charge and spin) ... 93.21 kcal per mole
Energy ... -345.65641 Eh
Highest occupied orbital energy ... -9.6 eV

Cartesian coordinates (Å):
C: -1.34 -0.79 -0.18
C: -0.29 0.29 0.08
O: -0.83 1.57 -0.13
C: 0.27 0.22 1.50
C: 1.86 -0.84 -1.10
C: 0.84 0.09 -0.91
O: 0.96 0.72 -1.98
H: -2.18 -0.64 0.51
H: -1.72 -0.72 -1.20
H: -0.93 -1.80 -0.03
H: -0.72 1.78 -1.08
H: 0.94 1.06 1.68
H: -0.55 0.25 2.22
H: 2.85 -0.47 -0.82
H: 0.82 -0.72 1.64

natural (NBO) population analysis, charges in e, atoms 1 to 4:
1. C -0.61
2. C 0.15
3. O -0.70
4. C -0.61